Entry 1:
The following is a DFT calculation (ωB97M-V/def2-TZVPD) of one molecule with the formula C6H9N at a distorted geometry.

```
16
Properties=species:S:1:pos:R:3:mulliken_charge:R:1
C 0.767 -1.865 -0.026 -0.663
C -1.783 0.157 -1.220 -0.984
C -0.765 0.179 -0.317 0.584
C 0.591 -0.463 -0.285 0.989
C -1.039 0.892 1.050 -1.205
C 1.882 0.403 0.123 -1.181
N 1.007 -1.565 -1.201 -0.524
H 0.446 -2.776 0.345 0.412
H -2.712 0.568 -0.943 0.308
H -1.668 -0.358 -2.155 0.313
H -1.193 0.143 1.827 0.281
H -0.252 1.570 1.409 0.298
H -1.920 1.571 0.909 0.361
H 2.631 -0.339 0.430 0.346
H 1.705 1.118 0.885 0.393
H 2.301 0.764 -0.831 0.271
```

The structure (SMILES) is C=C(C)[C@@]1(C)C=N1. The HOMO-LUMO gap is 0.375 hartree. The value obtained for the energy relative to the best compared isomer or geometry (same formula, charge and spin) is 338.2 kJ/mol. As for the HOMO energy: -9.21 eV. The max |F| comes out at 0.06470 hartree/bohr.

***

Entry 2:
The following is a DFT calculation (ωB97M-V/def2-TZVPD) of C34H32BrNO2P2PtS2 as an isolated structure.

```
75
Properties=species:S:1:pos:R:3:mulliken_spin:R:1
Pt -1.712 -0.865 1.540 0.955
C -0.718 -4.699 3.895 -0.025
C -0.685 -3.328 3.252 -0.005
S -1.814 -3.116 1.948 0.430
C 0.166 -2.358 3.659 0.084
C 1.128 -2.541 4.808 -0.037
S 0.257 -0.794 2.906 0.429
H -1.396 -5.353 3.349 0.006
H -1.071 -4.642 4.928 0.001
H 0.270 -5.165 3.901 -0.001
H 1.070 -3.539 5.240 0.002
H 0.912 -1.813 5.593 0.008
H 2.154 -2.367 4.474 0.008
O -1.415 1.269 0.405 0.050
P -0.382 1.690 -0.588 -0.003
C 1.191 0.781 -0.405 0.001
P 1.091 -0.879 -1.186 0.014
O -0.285 -1.416 -1.297 0.001
C 1.838 -0.710 -2.828 0.000
C 3.157 -0.309 -3.027 -0.001
C 3.685 -0.271 -4.307 0.000
C 2.901 -0.648 -5.392 0.000
C 1.589 -1.057 -5.197 0.000
C 1.057 -1.089 -3.915 -0.002
C 2.244 -1.915 -0.262 -0.013
C 2.075 -3.290 -0.410 0.013
C 2.899 -4.167 0.276 0.000
C 3.894 -3.674 1.110 -0.002
C 4.067 -2.304 1.255 -0.003
C 3.243 -1.423 0.571 0.010
C 0.029 3.432 -0.321 0.005
C -0.876 4.167 0.442 0.001
C -0.639 5.509 0.703 0.000
C 0.503 6.120 0.205 0.000
C 1.408 5.393 -0.557 0.000
C 1.173 4.052 -0.820 -0.001
C -0.926 1.542 -2.302 0.005
C -2.101 0.830 -2.529 -0.026
C -2.599 0.715 -3.818 0.003
C -1.930 1.318 -4.876 0.000
C -0.760 2.030 -4.650 0.000
C -0.256 2.143 -3.364 -0.002
H 1.313 0.654 0.674 0.003
H 2.034 1.338 -0.817 0.001
H 3.775 -0.034 -2.178 0.000
H 4.710 0.039 -4.465 0.000
H 3.320 -0.631 -6.391 0.000
H 0.979 -1.350 -6.042 0.000
H 0.035 -1.402 -3.738 0.000
H 1.272 -3.658 -1.039 0.006
H 2.759 -5.235 0.171 0.000
H 4.532 -4.358 1.656 0.000
H 4.834 -1.921 1.916 -0.001
H 3.375 -0.356 0.709 0.006
H -1.754 3.668 0.833 0.000
H -1.342 6.079 1.297 0.000
H 0.694 7.165 0.414 0.000
H 2.299 5.872 -0.940 0.000
H 1.888 3.495 -1.415 0.000
H -2.595 0.354 -1.692 0.014
H -3.508 0.156 -3.999 0.000
H -2.321 1.233 -5.883 0.000
H -0.238 2.494 -5.477 0.000
H 0.658 2.700 -3.195 0.000
Br -6.835 1.003 5.376 0.001
C -5.456 0.744 4.113 0.008
C -4.148 1.057 4.440 0.000
C -3.169 0.830 3.491 0.024
N -3.429 0.315 2.279 0.042
C -4.700 0.046 1.979 -0.014
C -5.748 0.243 2.859 0.009
H -3.892 1.469 5.405 -0.001
H -2.132 1.059 3.697 -0.006
H -4.885 -0.344 0.985 0.004
H -6.764 0.018 2.568 0.001
```

The HOMO-LUMO gap (spin up / spin down) is 0.234 / 0.235 hartree. The value obtained for the energy relative to the best compared isomer or geometry (same formula, charge and spin) is 0.0 kJ/mol. Its spin multiplicity is 3. As for the expectation value of S²: 2.01. As for the HOMO energy (spin up / spin down): -6.01 / -6.64 eV. The max |F| comes out at 0.01388 hartree/bohr.

***

Entry 3:
The following is a DFT calculation (ωB97M-V/def2-TZVPD) of C3H6F2N2 as an isolated structure at a distorted geometry.

```
13
Properties=species:S:1:pos:R:3:mulliken_charge:R:1
C 0.377 0.640 -0.021 0.211
C -1.410 -1.143 0.064 -1.295
C -0.112 -0.557 0.751 -0.260
N 1.785 1.043 0.158 -0.063
N 1.409 0.330 -0.947 -0.098
F 2.178 2.312 0.393 -0.120
F 1.175 1.437 -2.136 -0.351
H -0.451 1.324 -0.435 0.363
H -2.314 -0.499 0.084 0.340
H -1.715 -2.015 0.631 0.330
H -1.238 -1.276 -0.958 0.429
H 0.721 -1.329 0.624 0.265
H -0.404 -0.266 1.791 0.250
```

The HOMO-LUMO gap (spin up / spin down) is 0.367 / 0.367 hartree. The value obtained for the energy relative to the best compared isomer or geometry (same formula, charge and spin) is 672.3 kJ/mol. As for the HOMO energy (spin up / spin down): -10.31 / -10.31 eV. The max |F| comes out at 0.11075 hartree/bohr.

***

Entry 4:
The following is a DFT calculation (ωB97M-V/def2-TZVPD) of one molecule with the formula C9H8BrNS at a distorted geometry.

```
20
Properties=species:S:1:pos:R:3:mulliken_charge:R:1
C 0.732 -3.194 0.868 -0.457
C -0.234 -2.175 1.070 -0.470
C 1.456 -3.018 -0.265 -0.476
C -0.208 -1.280 0.059 0.264
C 0.007 2.310 0.680 -0.552
C -0.603 1.169 0.968 -0.339
C -0.266 1.737 -1.714 -0.179
C 0.262 2.735 -0.731 -0.572
C -1.048 0.267 -0.112 0.545
N -0.853 0.657 -1.446 -0.578
S 0.982 -1.610 -1.133 -0.119
Br -2.967 -0.191 0.116 -0.125
H 0.880 -4.013 1.545 0.381
H -0.904 -2.134 1.908 0.427
H 2.244 -3.627 -0.660 0.413
H 0.338 2.975 1.463 0.405
H -0.807 0.850 1.978 0.385
H -0.137 1.964 -2.767 0.398
H -0.211 3.702 -0.927 0.333
H 1.335 2.875 -0.901 0.318
```

The structure (SMILES) is Br[C@]1(c2cccs2)C=CCC=N1. The HOMO-LUMO gap is 0.349 hartree. The value obtained for the energy relative to the best compared isomer or geometry (same formula, charge and spin) is 1.7 kJ/mol. As for the HOMO energy: -8.80 eV. The max |F| comes out at 0.08251 hartree/bohr.

***

Entry 5:
The following is a DFT calculation (ωB97M-V/def2-TZVPD) of C21H34F3HfO13 as an isolated structure at a distorted geometry.

```
72
Properties=species:S:1:pos:R:3:mulliken_charge:R:1
Hf 0.602 -1.870 -2.585 1.964
O 1.358 0.060 1.023 -0.277
C 1.017 -0.635 -0.006 1.425
O 1.769 -1.532 -0.562 -0.504
O -0.072 -0.490 -0.644 -0.428
H 0.609 0.709 1.151 0.371
C 1.877 4.936 5.082 -0.788
O 0.937 4.545 4.101 -0.324
C 0.438 3.266 4.309 -0.871
C -0.467 2.679 3.226 -0.293
O 0.201 2.407 1.982 -0.628
C 0.940 3.489 1.471 -0.825
H 2.745 4.269 4.994 0.345
H 1.564 4.731 6.114 0.321
H 2.102 5.990 4.987 0.256
H -0.163 3.206 5.231 0.518
H 1.250 2.562 4.556 0.374
H -1.270 3.387 3.000 0.211
H -0.903 1.767 3.624 0.430
H 1.880 3.732 1.969 0.356
H 0.372 4.417 1.396 0.370
H 1.294 3.249 0.461 0.212
O 0.260 0.372 -3.150 -0.797
C 0.254 1.529 -3.670 0.471
O -0.388 2.449 -3.068 -0.163
C -0.157 3.765 -3.661 -0.388
C 0.875 3.506 -4.784 -0.644
C 0.947 1.992 -4.920 -0.402
H 0.202 4.426 -2.880 0.319
H -1.100 4.091 -4.090 0.320
H 1.861 3.903 -4.544 0.310
H 0.584 4.045 -5.683 0.373
H 1.922 1.517 -5.006 0.387
H 0.309 1.607 -5.726 0.315
O 1.959 -3.746 -2.295 -0.718
C 2.998 -4.402 -2.081 0.420
O 2.918 -5.604 -1.639 -0.257
C 4.186 -6.262 -1.553 -0.471
C 5.156 -5.339 -2.287 -0.531
C 4.447 -4.001 -2.187 -0.427
H 4.196 -7.319 -1.818 0.377
H 4.420 -6.348 -0.485 0.306
H 5.262 -5.625 -3.333 0.302
H 6.140 -5.318 -1.826 0.327
H 4.661 -3.344 -3.032 0.381
H 4.705 -3.383 -1.319 0.341
O -0.367 -3.309 -1.002 -0.257
C -0.986 -4.164 -0.350 0.488
O -0.594 -4.472 0.846 -0.254
C -1.381 -5.546 1.393 -0.469
C -2.091 -6.164 0.182 -0.602
C -2.187 -4.971 -0.760 -0.351
H -2.093 -5.146 2.117 0.301
H -0.771 -6.262 1.936 0.359
H -3.022 -6.663 0.439 0.381
H -1.469 -6.955 -0.244 0.293
H -3.088 -4.416 -0.477 0.302
H -2.166 -5.237 -1.813 0.375
C -2.395 1.991 -0.335 -0.421
C -3.361 1.540 0.748 -0.619
O -3.707 2.651 1.547 -0.129
C -4.954 2.733 1.981 0.298
O -5.873 2.050 1.671 -0.490
C -5.146 3.942 2.938 0.877
F -4.176 4.850 2.756 -0.232
F -6.318 4.514 2.703 -0.228
F -5.114 3.521 4.203 -0.245
H -1.437 2.308 0.082 0.028
H -2.783 2.803 -0.954 0.393
H -2.145 1.216 -1.066 0.186
H -2.870 0.763 1.339 0.193
H -4.206 1.039 0.275 0.455
```

The HOMO-LUMO gap is 0.086 hartree. The value obtained for the energy relative to the best compared isomer or geometry (same formula, charge and spin) is 0.0 kJ/mol. As for the charge: +3. As for the HOMO energy: -14.82 eV. The max |F| comes out at 0.17906 hartree/bohr.

***

Entry 6:
The following is a DFT calculation (ωB97M-V/def2-TZVPD) of one molecule with the formula C5H10O at a distorted geometry.

```
16
Properties=species:S:1:pos:R:3:mulliken_charge:R:1
C -0.597 -1.346 1.541 -1.522
C -0.152 -0.883 0.151 0.447
C -0.566 0.573 -0.247 -0.559
C 1.720 -0.403 -1.097 -0.432
C 0.459 1.686 -0.768 -1.252
O 1.290 -0.832 0.058 -0.198
H -0.202 -2.340 1.791 0.370
H -0.273 -0.648 2.319 0.360
H -1.693 -1.416 1.587 0.372
H -0.481 -1.639 -0.580 0.311
H -1.402 0.527 -0.955 0.246
H -0.923 1.042 0.669 0.407
H 0.848 -0.479 -1.814 0.253
H -0.224 2.528 -0.827 0.402
H 1.256 1.969 -0.065 0.364
H 0.941 1.660 -1.762 0.432
```

The HOMO-LUMO gap is 0.340 hartree. The value obtained for the energy relative to the best compared isomer or geometry (same formula, charge and spin) is 394.2 kJ/mol. As for the HOMO energy: -8.35 eV. The max |F| comes out at 0.02718 hartree/bohr.